[1]
A single C4H4O3 molecule. Source: the OMol25 dataset; level of theory: ωB97M-V with the def2-TZVPD basis set.

The geometry in XYZ format:
```
11
Properties=species:S:1:pos:R:3
C -0.05 -1.51 -0.46
C -0.61 -0.13 -0.67
O -1.69 0.13 -1.16
C 0.28 1.05 -0.22
O 0.95 1.70 -0.99
C 0.26 1.38 1.27
O -0.35 0.70 2.06
H 0.88 -1.62 -1.03
H -0.78 -2.25 -0.80
H 0.17 -1.65 0.60
H 0.86 2.26 1.55
```

HOMO energy = -9.789 eV
Orbital gap = 8.73 eV
SMILES = CC(=O)C(=O)C=O
Energy relative to the best compared isomer or geometry (same formula, charge and spin) = 1.303 eV

Atom charges from the Löwdin analysis, given in e for atoms 1 to 6: 0.01 -0.38 0.13 -0.28 0.15 -0.15

=====

[2]
A gas-phase ion, CClFO3P (charge -1). Source: the OMol25 dataset; level of theory: ωB97M-V with the def2-TZVPD basis set.

The geometry in XYZ format:
```
7
Properties=species:S:1:pos:R:3
C 1.37 -0.29 0.32
O -0.83 1.58 0.61
O -0.57 -0.04 -1.51
O 2.18 0.51 0.20
F 1.65 -1.63 0.20
P -0.69 0.26 -0.07
Cl -3.11 -0.38 0.25
```

Net charge = -1
HOMO energy = -5.875 eV
Orbital gap = 8.51 eV
SMILES = O=C(F)[P@@](=O)([O-])Cl
Energy relative to the best compared isomer or geometry (same formula, charge and spin) = 1.182 eV

Atom charges from the Löwdin analysis, given in e for atoms 1 to 6: -0.47 -0.43 -0.40 0.12 0.00 0.39

=====

[3]
A molecular structure, C22H28FN4O6Pt. Source: the OMol25 dataset; level of theory: ωB97M-V with the def2-TZVPD basis set.

The geometry in XYZ format:
```
62
Properties=species:S:1:pos:R:3
Pt 13.81 -0.21 5.38
F 11.77 -0.69 5.55
O 13.08 1.69 4.58
C 12.99 2.67 3.80
N 12.65 2.50 2.54
C 13.50 3.98 4.33
H 12.19 1.61 2.34
H 12.52 3.22 1.85
H 13.16 4.18 5.34
H 13.19 4.86 3.76
H 14.59 3.92 4.26
O 13.95 0.32 7.45
C 13.43 -0.16 8.49
N 12.21 -0.71 8.42
C 14.11 -0.05 9.81
H 11.99 -1.43 9.09
H 11.76 -0.79 7.51
H 13.71 -0.72 10.58
H 14.02 0.96 10.19
H 15.15 -0.38 9.76
O 10.09 1.03 2.09
C 9.20 0.29 2.56
N 9.49 -0.42 3.64
C 7.90 0.09 1.81
H 8.85 -1.05 4.09
H 10.38 -0.21 4.07
H 7.23 -0.61 2.29
H 8.19 -0.17 0.79
H 7.52 1.11 1.74
O 7.89 -2.88 8.24
C 8.42 -2.09 7.47
N 9.58 -2.39 6.85
C 7.75 -0.80 7.06
H 9.87 -3.36 6.91
H 10.18 -1.72 6.39
H 6.72 -1.00 6.78
H 8.25 -0.24 6.27
H 7.66 -0.04 7.85
C 11.98 -4.01 5.13
C 12.64 -5.19 5.42
C 12.38 -6.34 4.70
C 11.46 -6.30 3.65
C 10.84 -5.10 3.35
C 11.08 -3.94 4.08
C 9.85 -5.02 2.22
O 9.29 -3.98 1.95
C 9.53 -6.27 1.51
C 8.65 -6.22 0.43
C 8.28 -7.39 -0.20
C 8.69 -8.65 0.25
C 9.57 -8.69 1.33
C 10.04 -7.51 1.90
C 11.17 -7.55 2.88
O 11.77 -8.58 3.08
H 12.22 -3.13 5.73
H 13.31 -5.21 6.27
H 12.86 -7.28 4.94
H 10.62 -3.02 3.76
H 8.30 -5.29 0.01
H 7.60 -7.38 -1.05
H 8.26 -9.47 -0.31
H 9.96 -9.66 1.60
```

Net charge = +1
<S²> = 2.003
HOMO energy (alpha / beta) = -11.498 / -11.498 eV
Spin multiplicity = 3
Orbital gap (alpha / beta) = 6.18 / 5.38 eV
Energy relative to the best compared isomer or geometry (same formula, charge and spin) = 0.000 eV

Atom charges from the Löwdin analysis, given in e for atoms 1 to 6: 1.32 -0.53 -0.17 -0.52 0.23 0.02

=====

[4]
A single CH4N2O molecule. Source: the OMol25 dataset; level of theory: ωB97M-V with the def2-TZVPD basis set.

The geometry in XYZ format:
```
8
Properties=species:S:1:pos:R:3
C 0.66 -0.62 0.14
H -1.69 1.12 -0.82
H 0.45 0.39 -1.66
H 1.63 -1.05 -0.30
H -0.44 -0.21 1.74
N -0.09 0.01 -0.95
N 0.42 -0.74 1.39
O -0.78 1.08 -0.37
```

HOMO energy = -9.707 eV
Orbital gap = 10.50 eV
SMILES = [H]/N=C\NO
Energy relative to the best compared isomer or geometry (same formula, charge and spin) = 3.397 eV

Atom charges from the Löwdin analysis, given in e for atoms 1 to 6: -0.29 0.14 0.08 0.12 0.07 -0.08

=====

[5]
A single C6H14O molecule. Source: the OMol25 dataset; level of theory: ωB97M-V with the def2-TZVPD basis set.

The geometry in XYZ format:
```
21
Properties=species:S:1:pos:R:3
C 0.48 -3.16 -1.07
C -0.29 -1.85 -1.07
C 0.44 -0.73 -0.34
C -0.35 0.57 -0.27
C 0.32 1.60 0.65
C -0.50 2.87 0.90
O -0.39 3.31 2.24
H -0.07 -3.96 -1.58
H 0.68 -3.49 -0.04
H 1.45 -3.04 -1.57
H -0.50 -1.54 -2.11
H -1.28 -1.99 -0.60
H 0.66 -1.07 0.69
H 1.42 -0.55 -0.81
H -1.35 0.36 0.12
H -0.49 0.98 -1.28
H 0.48 1.13 1.63
H 1.31 1.86 0.25
H -0.21 3.66 0.20
H -1.57 2.68 0.75
H 0.55 3.34 2.47
```

HOMO energy = -10.140 eV
Orbital gap = 11.21 eV
SMILES = CCCCCCO
Energy relative to the best compared isomer or geometry (same formula, charge and spin) = 0.445 eV

Atom charges from the Löwdin analysis, given in e for atoms 1 to 6: -0.12 -0.28 -0.25 -0.23 -0.20 -0.28

=====

[6]
2 unconnected molecules or ions with the total composition C4H12. Source: the OMol25 dataset; level of theory: ωB97M-V with the def2-TZVPD basis set.

The geometry in XYZ format:
```
16
Properties=species:S:1:pos:R:3
C 0.36 0.62 1.86
C 0.46 -0.58 2.86
H -0.56 0.59 1.24
H 0.39 1.59 2.44
H 1.28 0.72 1.27
H -0.05 -1.37 2.35
H 0.05 -0.46 3.76
H 1.41 -0.86 2.90
C -0.96 0.43 -2.66
C 0.08 -0.40 -1.96
H -0.49 0.94 -3.54
H -1.69 -0.32 -3.16
H -1.20 1.35 -2.14
H -0.54 -1.46 -1.68
H 0.95 -0.77 -2.47
H 0.52 -0.02 -1.06
```

Net charge = -1
<S²> = 0.750
HOMO energy (alpha / beta) = 1.497 / -6.834 eV
Spin multiplicity = 2
Orbital gap (alpha / beta) = 2.76 / 11.10 eV
Energy relative to the best compared isomer or geometry (same formula, charge and spin) = 1.594 eV

Atom charges from the Löwdin analysis, given in e for atoms 1 to 6: -0.29 -0.23 0.04 0.05 0.02 0.04